(1)
15
Properties=species:S:1:pos:R:3:forces:R:3:nbo_charge:R:1 method="wB97M-V/def2-TZVPD" total_energy_ev=-10877.99845 e_homo_ha=-0.32980 smiles=C#C[C@@]1(O)CCON1 de_lowest_kcal_mol=129.6 orbital_gap_ev=9.81
C -3.0488 -0.5755 0.0571 0.88 -0.55 -0.14 -0.28
C -1.8549 -0.4552 -0.0551 3.17 2.89 0.47 -0.09
C 0.6697 -0.0905 1.0525 0.84 4.43 -2.02 -0.46
C 1.9203 -0.3295 0.2375 1.71 -0.18 -0.39 -0.10
C -0.2437 0.3043 -0.1837 -3.53 -2.38 1.65 0.44
N 0.3031 -0.3254 -1.3090 -0.85 -0.61 0.17 -0.37
O 1.5086 -0.9465 -0.9839 0.23 -0.53 0.00 -0.36
O -0.4226 1.6747 -0.4516 0.05 -0.80 0.51 -0.72
H -3.9910 -1.0168 0.1090 -1.08 -0.09 0.06 0.23
H 0.3000 -0.8936 1.5543 -0.93 -2.36 1.31 0.23
H 0.8263 0.8053 1.7475 -0.50 -1.27 -0.96 0.24
H 2.4042 0.5806 -0.1390 -0.15 0.43 0.85 0.18
H 2.7226 -0.9434 0.7023 -0.76 0.14 -0.30 0.21
H 0.2700 0.4132 -1.9766 1.47 0.34 -1.28 0.37
H -1.3639 1.7985 -0.3613 -0.56 0.54 0.07 0.50


(2)
15
Properties=species:S:1:pos:R:3:forces:R:3:nbo_charge:R:1 method="wB97M-V/def2-TZVPD" total_energy_ev=-10873.96019 e_homo_ha=-0.31814 de_lowest_kcal_mol=222.7 orbital_gap_ev=7.13
C 0.1278 0.1773 0.3698 2.53 -2.53 -0.03 0.01
C 1.3979 0.8927 -0.0684 4.34 3.35 2.82 -0.10
C 2.4424 1.6466 0.1190 -3.81 -1.33 -1.72 -0.20
C -1.0223 0.4594 -0.5118 0.26 -4.50 1.91 0.04
C -0.4255 -0.9543 -0.6145 3.49 1.31 -3.29 0.07
H 0.5417 -1.1654 1.9003 -2.40 2.38 -0.41 0.37
H -1.1561 -0.4176 1.5716 2.66 -0.33 1.88 0.38
H 3.2047 2.5757 0.0348 -2.18 -3.02 0.25 0.28
H -0.8106 1.1106 -1.2365 0.08 2.50 -3.17 0.21
H -2.8365 -0.8874 0.4479 2.31 4.12 -1.65 0.39
H -1.1232 -1.8804 -0.4320 1.66 1.97 -0.03 0.22
H 1.3563 -0.6132 -1.6514 -0.09 0.10 0.51 0.48
N -0.0803 -0.2503 1.7639 -0.75 -0.73 -1.01 -0.81
O -2.1905 0.4678 0.0818 -5.29 -2.67 2.45 -0.61
O 0.5744 -1.1614 -1.7744 -2.84 -0.62 1.48 -0.74


(3)
15
Properties=species:S:1:pos:R:3:forces:R:3:nbo_charge:R:1 method="wB97M-V/def2-TZVPD" total_energy_ev=-10879.70918 e_homo_ha=-0.31827 smiles="C[C@]1(O)[C@@H]2C=NO[C@@H]21" de_lowest_kcal_mol=90.1 orbital_gap_ev=9.48
C 0.6386 1.2914 -0.4527 0.59 0.61 -2.00 -0.64
C 0.5987 -0.0992 0.0394 1.15 -0.86 2.69 0.21
C -0.3371 -0.2483 1.2028 0.21 -0.82 -1.56 0.04
C -1.5281 -0.7570 -0.6980 -3.06 0.67 0.90 0.01
C -0.3851 -1.2429 -0.0267 1.23 1.37 1.81 -0.33
H 1.2262 1.8844 0.2678 -0.40 -0.24 -0.11 0.23
H 1.2261 1.2687 -1.3831 -0.16 0.47 -0.11 0.20
H -0.3225 1.7955 -0.6647 0.51 -0.54 0.28 0.26
H 2.4949 -0.1652 -0.2505 0.32 -0.11 0.05 0.47
H 0.1348 -0.3783 2.1820 -0.80 -0.27 -0.21 0.23
H -1.7946 -1.1107 -1.6566 -0.84 -0.34 -0.75 0.21
H -0.0941 -2.2746 0.1386 0.20 0.19 -0.75 0.27
N -2.2505 0.1375 -0.0849 2.05 -0.46 -0.87 -0.08
O 1.8991 -0.6472 0.3286 -0.54 0.75 -0.08 -0.71
O -1.5064 0.5458 1.0580 -0.45 -0.44 0.70 -0.37


(4)
15
Properties=species:S:1:pos:R:3:forces:R:3:nbo_charge:R:1 method="wB97M-V/def2-TZVPD" total_energy_ev=-10878.58627 e_homo_ha=-0.33162 smiles="O[C@@]12CC=NO[C@H]1C2" de_lowest_kcal_mol=116.0 orbital_gap_ev=9.86
C -0.6067 0.4320 0.2481 0.45 -0.87 -2.50 0.19
C 0.5752 1.1765 -0.4036 -0.40 0.83 2.22 -0.46
C 1.7277 0.2050 -0.0028 1.34 0.34 -0.32 0.05
C -0.4516 -0.9376 -0.4595 -0.86 0.98 0.18 0.02
C -1.8848 -0.3875 -0.1696 3.00 0.33 0.84 -0.42
H -0.3012 -0.5810 1.7883 0.31 -0.14 0.59 0.48
H 0.6697 2.1829 0.1143 0.45 -1.10 -0.65 0.23
H 0.5873 1.3340 -1.4686 -0.33 -0.04 -0.37 0.23
H 2.7765 0.6077 0.0675 -1.17 -0.32 -0.16 0.22
H -0.1971 -0.8183 -1.5491 -0.08 -0.49 1.25 0.18
H -2.4002 -0.6588 0.7523 -0.23 -0.07 -0.61 0.25
H -2.3724 -0.1722 -1.0993 -0.58 0.05 0.05 0.24
N 1.7284 -1.0460 0.2845 -0.54 0.94 -0.06 -0.11
O -0.2968 0.3659 1.6000 -0.97 -0.04 0.24 -0.70
O 0.4460 -1.7028 0.2976 -0.39 -0.41 -0.70 -0.39